4 unconnected molecules or ions with the total composition C31H67FO11S3 at a distorted geometry, computed with ωB97M-V/def2-TZVPD.

Computed properties:
Maximum force ... 5.3 eV/Å
SMILES string ... CCCCCCCCCCCCCCCCCCCCC(=O)OCF.CCOS(C)(=O)=O.CCOS(C)(=O)=O.CCOS(C)(=O)=O
Highest occupied orbital energy ... -9.82 eV
Lowest unoccupied orbital energy ... 0.50 eV
Total energy ... -3343.1863 hartree
Frontier orbital gap ... 10.32 eV

```
113
Properties=species:S:1:pos:R:3:mulliken_charge:R:1
C -3.70 -0.52 -6.19 -0.99
C -3.44 0.92 -5.49 0.06
C -3.14 0.67 -3.93 -0.06
C -1.58 0.80 -3.54 -0.87
C -0.59 -0.04 -4.48 -0.23
C -0.02 -1.34 -3.73 -1.00
C -1.18 -2.38 -3.27 0.17
C -0.51 -3.54 -2.37 -0.67
C -1.13 -3.61 -0.88 -0.60
C 0.06 -3.48 0.21 -0.72
C 0.58 -4.97 0.61 -0.52
C 2.07 -4.95 1.20 -0.62
C 2.15 -5.42 2.76 -0.52
C 3.31 -4.52 3.44 -0.63
C 4.21 -5.32 4.51 -0.72
C 4.86 -4.18 5.49 -0.09
C 5.29 -4.94 6.83 -0.60
C 5.20 -4.08 8.18 -0.65
C 5.09 -2.49 7.97 -0.48
C 3.54 -2.09 8.07 -0.43
C 3.38 -0.50 8.01 0.33
O 4.06 0.11 7.15 -0.60
O 2.48 0.21 8.86 -0.34
C 1.19 0.26 8.19 -0.07
F 1.27 0.98 6.94 -0.27
H -3.51 -1.38 -5.44 0.20
H -2.97 -0.66 -7.05 0.23
H -4.80 -0.62 -6.51 0.33
H -2.49 1.36 -5.96 0.33
H -4.36 1.56 -5.68 -0.10
H -3.50 -0.35 -3.55 0.30
H -3.71 1.46 -3.30 -0.18
H -1.49 0.36 -2.47 0.33
H -1.28 1.90 -3.46 0.36
H 0.29 0.63 -4.80 0.24
H -1.07 -0.42 -5.45 0.19
H 0.57 -1.04 -2.80 0.32
H 0.72 -1.89 -4.42 0.35
H -1.90 -1.75 -2.62 -0.20
H -1.75 -2.78 -4.18 0.19
H 0.63 -3.38 -2.27 0.33
H -0.63 -4.55 -2.91 0.34
H -1.69 -4.59 -0.66 0.31
H -1.90 -2.77 -0.73 0.37
H -0.33 -2.98 1.16 0.28
H 0.91 -2.84 -0.18 0.35
H 0.62 -5.59 -0.37 0.26
H -0.17 -5.44 1.34 0.35
H 2.50 -3.89 1.18 0.33
H 2.79 -5.65 0.65 0.24
H 1.16 -5.12 3.27 0.29
H 2.32 -6.54 2.88 0.32
H 4.05 -4.10 2.66 0.30
H 2.78 -3.60 3.88 0.24
H 3.48 -5.92 5.17 0.37
H 5.01 -5.98 4.02 0.24
H 4.05 -3.40 5.62 -0.06
H 5.78 -3.80 4.91 0.25
H 6.38 -5.30 6.74 0.27
H 4.67 -5.90 7.01 0.30
H 6.13 -4.27 8.82 0.32
H 4.30 -4.47 8.78 0.29
H 5.63 -2.09 7.06 0.23
H 5.60 -2.00 8.88 0.45
H 2.91 -2.51 7.21 0.28
H 3.11 -2.56 9.02 0.39
H 0.44 0.86 8.83 0.23
H 0.73 -0.79 8.06 0.25
C 5.54 1.82 5.26 -0.73
C 6.84 2.11 5.97 -0.32
O 7.88 2.49 5.06 -0.27
S 7.82 3.97 4.40 1.20
C 9.44 3.96 3.69 -0.93
O 7.78 4.95 5.46 -0.63
O 6.86 3.97 3.33 -0.60
H 5.13 2.72 4.80 0.37
H 4.79 1.43 5.97 0.28
H 5.69 1.09 4.47 0.24
H 6.71 2.88 6.74 0.32
H 7.19 1.21 6.48 0.20
H 10.18 3.93 4.49 0.31
H 9.55 4.88 3.11 0.37
H 9.53 3.10 3.03 0.31
C -4.74 3.68 -11.12 -1.00
C -4.80 4.62 -9.93 -0.29
O -6.03 4.49 -9.21 -0.32
S -6.24 3.18 -8.28 1.22
C -7.69 3.73 -7.44 -0.93
O -5.15 3.11 -7.33 -0.55
O -6.59 2.07 -9.12 -0.66
H -4.72 2.64 -10.80 0.29
H -3.84 3.87 -11.72 0.40
H -5.62 3.81 -11.75 0.26
H -3.94 4.47 -9.26 0.29
H -4.75 5.65 -10.28 0.28
H -7.44 4.60 -6.83 0.23
H -8.04 2.92 -6.81 0.37
H -8.45 3.98 -8.18 0.38
C -6.50 3.06 -0.29 -0.89
C -7.46 3.98 -1.02 -0.31
O -6.77 4.96 -1.80 -0.31
S -6.08 4.48 -3.18 1.27
C -5.72 6.09 -3.83 -1.03
O -7.07 3.85 -4.01 -0.67
O -4.83 3.83 -2.87 -0.55
H -5.93 2.45 -0.99 0.20
H -7.03 2.39 0.39 0.39
H -5.77 3.65 0.29 0.26
H -8.16 3.41 -1.64 0.29
H -8.06 4.53 -0.28 0.29
H -6.66 6.60 -4.03 0.34
H -5.15 5.96 -4.75 0.36
H -5.12 6.64 -3.10 0.36
```